DFT (ωB97M-V with the def2-TZVPD basis set) results for a molecular structure, C18H33AsBBrNO16.

The geometry in XYZ format:
```
71
Properties=species:S:1:pos:R:3:forces:R:3:lowdin_charge:R:1
N -0.9712 0.6218 5.0972 0.79 0.27 0.24 0.131
B -0.8402 1.2922 3.8537 -0.45 0.11 -0.32 -0.793
O -0.5272 0.4787 2.7519 -0.30 -0.45 0.14 0.007
As -0.9391 3.4038 3.6446 0.07 -0.15 0.23 0.533
C -2.5447 3.6416 4.9855 -0.21 0.15 -0.17 -0.417
C -3.7413 2.6876 4.9516 -0.18 0.08 0.24 -0.406
C -4.3338 2.5549 3.5706 -0.17 -0.23 0.00 -0.612
Br -5.8133 1.2283 3.5568 -0.02 0.01 0.03 0.493
H -0.8903 1.2187 5.9086 -0.10 0.00 0.05 0.054
H -0.4349 -0.2270 5.2218 -0.24 -0.21 -0.01 0.062
H -1.1612 0.6290 2.0435 0.35 0.39 -0.15 0.064
H -1.9645 3.3083 2.3339 0.04 -0.02 0.05 -0.059
H -0.9139 5.0005 3.4888 -0.02 -0.17 0.05 -0.077
H 0.1168 3.5236 4.9472 -0.13 -0.02 -0.04 -0.080
H 0.2871 3.2836 2.6589 0.01 0.02 0.04 -0.092
H -2.1075 3.6354 5.9887 0.07 -0.03 0.01 0.031
H -2.9007 4.6626 4.8037 0.07 0.05 -0.09 0.034
H -3.4974 1.6967 5.3379 0.19 -0.04 -0.12 0.072
H -4.5361 3.0683 5.6052 -0.02 -0.07 0.08 0.085
H -3.6405 2.1917 2.8260 0.07 0.04 -0.03 0.000
H -4.8125 3.4642 3.2268 0.12 0.12 -0.08 0.052
C 3.5003 3.8266 -0.8390 -0.01 -0.07 0.07 -0.133
C 2.7608 2.6043 -0.3143 0.12 0.00 -0.17 -0.122
O 1.9025 3.1692 0.6619 -0.03 -0.11 0.10 0.043
C 1.6856 4.4707 0.3721 0.13 -0.18 -0.15 -0.563
O 0.8823 5.1637 0.8824 -0.01 0.36 -0.12 0.168
O 2.5471 4.8644 -0.6295 -0.04 0.04 0.06 0.038
H 3.7578 3.7683 -1.8941 -0.07 0.04 -0.03 0.123
H 4.3994 4.0455 -0.2577 0.00 -0.01 0.01 0.126
H 2.1576 2.1198 -1.0835 0.02 -0.01 -0.02 0.114
H 3.4062 1.8634 0.1522 0.00 0.03 0.07 0.124
C 0.7463 0.5543 -4.0616 -0.01 -0.15 -0.05 -0.082
C 0.2310 -0.8477 -4.3380 -0.19 0.05 -0.07 -0.093
O 1.1803 -1.6649 -3.6346 -0.02 -0.10 -0.08 0.051
C 1.7422 -0.9232 -2.6602 -0.20 0.13 0.06 -0.576
O 2.4194 -1.3606 -1.7841 0.15 -0.13 0.08 0.150
O 1.4130 0.3720 -2.7997 0.06 0.18 -0.07 0.057
H -0.0330 1.3033 -3.9649 -0.02 -0.02 0.13 0.140
H 1.4797 0.8805 -4.7995 0.02 -0.01 0.01 0.134
H -0.7547 -1.0199 -3.9024 -0.01 0.06 0.01 0.129
H 0.2144 -1.1228 -5.3880 0.09 -0.02 0.00 0.139
C -3.4320 -2.8464 -4.6971 0.01 -0.04 -0.03 -0.115
C -4.3341 -1.8208 -4.0406 0.12 -0.16 0.07 -0.098
O -3.8258 -0.6014 -4.6021 -0.19 0.09 -0.01 0.057
C -3.2329 -0.8808 -5.7804 0.31 0.09 0.09 -0.602
O -2.8225 -0.0569 -6.5363 -0.02 0.01 -0.11 0.145
O -3.1087 -2.2122 -5.9514 -0.14 -0.01 0.07 0.055
H -3.8948 -3.8097 -4.8809 -0.01 0.01 -0.05 0.135
H -2.5131 -2.9910 -4.1344 -0.02 -0.03 -0.06 0.101
H -5.3837 -1.9353 -4.3129 0.00 0.04 -0.07 0.133
H -4.2378 -1.7917 -2.9598 0.05 0.04 0.00 0.135
C 0.6289 -4.6636 -1.7879 0.09 0.13 0.08 -0.094
C 0.1260 -4.3036 -0.3988 0.12 -0.09 -0.06 -0.093
O -1.2058 -3.8513 -0.6782 -0.05 0.00 0.08 0.074
C -1.6140 -4.3916 -1.8385 0.13 0.20 0.08 -0.575
O -2.7237 -4.3032 -2.2663 -0.07 -0.15 0.00 0.141
O -0.5923 -5.0065 -2.4681 -0.02 -0.04 -0.04 0.063
H 1.3085 -5.5098 -1.8091 -0.08 -0.08 -0.01 0.133
H 1.0825 -3.8125 -2.2977 -0.01 -0.03 0.04 0.109
H 0.0661 -5.1690 0.2619 0.00 -0.01 0.00 0.133
H 0.6876 -3.5109 0.0854 -0.05 0.09 -0.05 0.134
C 4.3823 -1.3549 1.9581 0.04 0.08 -0.10 -0.102
C 4.9662 -1.5521 0.5678 -0.18 0.02 0.07 -0.111
O 5.9529 -2.5687 0.7985 0.03 0.04 -0.08 0.054
C 5.6080 -3.2586 1.9085 -0.02 0.02 -0.01 -0.585
O 6.1272 -4.2662 2.2658 0.03 -0.06 0.01 0.155
O 4.5905 -2.6457 2.5491 -0.05 0.02 0.05 0.060
H 3.3244 -1.1096 1.9641 -0.04 -0.09 0.02 0.136
H 4.9299 -0.6141 2.5424 0.01 0.00 0.00 0.132
H 4.2265 -1.9269 -0.1387 0.00 0.01 -0.02 0.108
H 5.4420 -0.6664 0.1567 0.09 -0.02 0.04 0.129
```
Forces are in eV/Å.

Output
* frontier orbital gap: 4.33 eV
* F_max: 0.86 eV Å⁻¹
* net charge: -1
* E_tot: -6798.9009 Eh


DFT (ωB97M-V with the def2-TZVPD basis set) results for a molecular structure, C18H33B2Cl2F2MgN2Na2O15V in a non-equilibrium geometry.

The geometry in XYZ format:
```
78
Properties=species:S:1:pos:R:3:forces:R:3:lowdin_charge:R:1
C -0.6915 1.0093 -0.9584 0.18 0.23 -0.16 0.009
O -1.7161 1.4310 -1.8867 0.75 -0.86 0.31 0.073
B -2.7141 2.1381 -1.3398 -1.52 1.08 -0.30 -0.741
O -2.5419 3.3536 -0.7310 0.33 -0.08 1.25 0.144
C -4.1749 1.5870 -1.4400 0.83 -0.14 -0.68 0.080
N -4.5396 0.8839 -0.1787 2.51 -1.49 0.06 0.076
C -5.5454 1.4702 0.0697 -0.86 0.41 -1.51 -0.460
O -6.5435 1.7363 0.6180 -1.60 1.55 1.37 0.154
H -0.2361 1.8382 -0.4238 -0.04 0.22 0.00 0.078
H 0.0827 0.5221 -1.5081 0.47 -0.34 -0.45 0.079
H -1.0771 0.3031 -0.2354 -0.26 -0.18 0.15 0.101
H -1.6915 3.3440 -0.2663 0.17 0.53 -0.22 0.097
H -4.2440 0.8832 -2.2557 -0.71 -0.18 -0.21 0.091
C 2.4866 4.0302 4.4715 -0.36 0.24 0.10 -0.011
C 1.8258 2.9526 3.6540 0.38 0.35 0.19 -0.301
C 1.9665 3.1039 2.1588 0.15 -0.18 -0.04 -0.057
O 0.7817 2.4191 1.6868 0.06 0.17 -0.07 0.054
C -0.1413 2.5110 2.6552 0.25 0.04 0.25 -0.588
O -1.2916 2.2058 2.5111 -0.68 0.02 -0.25 0.110
O 0.3769 2.9844 3.7908 0.05 -0.17 -0.10 0.105
H 2.1669 3.9700 5.5102 0.10 -0.11 0.04 0.095
H 3.5696 3.9299 4.4312 0.01 -0.06 -0.02 0.101
H 2.2121 5.0211 4.1081 0.03 0.00 -0.07 0.093
H 2.1647 1.9696 3.9864 -0.11 -0.08 -0.07 0.165
H 2.8649 2.6431 1.7609 -0.13 -0.19 -0.13 0.149
H 1.9170 4.1422 1.8277 -0.03 0.04 0.09 0.142
Na -4.9025 0.3583 1.9911 0.27 -1.75 0.76 0.746
B 0.4942 2.0810 -5.4685 1.53 -1.29 -0.13 -1.081
O 0.2570 0.6544 -5.2878 0.00 0.50 0.27 0.244
C 1.0906 0.2199 -4.3380 -0.12 -0.08 -0.05 -0.381
O 1.1694 -0.8873 -3.9130 -0.13 -0.40 0.12 0.167
C 1.9271 1.4142 -3.8478 0.30 0.09 0.36 -0.390
O 2.7571 1.3982 -2.9989 0.01 -0.10 0.12 0.189
O 1.5300 2.4902 -4.5268 -0.64 0.30 -0.20 0.215
F -0.7407 2.8233 -5.1385 -1.07 1.73 -0.16 -0.027
F 0.8355 2.4153 -6.7445 -0.55 0.64 -0.38 0.200
Cl -0.7470 6.6569 -1.2953 -0.09 -0.08 -0.06 0.548
C -2.5124 6.5860 -1.5718 0.03 -0.10 -0.15 -0.682
C -3.0113 7.7592 -2.3751 -0.11 0.10 0.03 -0.683
Cl -2.9080 9.2788 -1.4677 0.04 0.01 -0.01 0.588
H -3.0044 6.5331 -0.6058 0.05 0.06 0.07 0.066
H -2.7073 5.6557 -2.1035 -0.03 -0.03 0.04 0.045
H -4.0597 7.6085 -2.6284 -0.02 -0.04 0.02 0.076
H -2.4472 7.8805 -3.2985 0.06 0.03 0.02 0.056
C -6.4172 -4.6418 4.3959 -0.04 0.14 -0.07 -0.002
C -5.5045 -4.0554 3.3479 -0.04 0.02 -0.04 -0.557
O -5.7724 -2.9984 2.7709 -0.02 0.60 0.02 -0.028
N -4.3808 -4.7197 3.0473 0.14 0.03 -0.05 0.022
C -3.8968 -5.9706 3.6096 0.21 0.19 -0.30 -0.053
H -7.2756 -3.9898 4.5179 0.00 0.05 -0.05 0.081
H -6.7696 -5.6255 4.0882 0.04 -0.06 0.10 0.092
H -5.9004 -4.7206 5.3520 -0.01 -0.13 0.01 0.089
H -3.8213 -4.2689 2.3302 0.01 -0.18 0.09 0.131
H -2.9192 -5.8084 4.0639 -0.02 -0.10 0.07 0.088
H -3.7904 -6.7062 2.8126 -0.01 -0.10 0.09 0.090
H -4.5765 -6.3566 4.3599 -0.05 0.03 0.00 0.075
O 1.4529 -2.1173 -0.5339 0.82 -1.37 -1.04 -0.459
V 1.1603 -3.5685 -1.3243 -3.24 0.18 1.04 1.267
O 1.0157 -5.0090 -2.1376 1.27 1.68 0.70 -0.432
Na -5.2811 3.5854 2.1960 -0.13 0.42 -0.27 0.862
O -1.7599 -3.0979 0.6357 0.94 -0.26 -0.57 -0.266
H -2.1306 -2.2556 0.3397 0.13 0.02 -0.19 -0.104
C 5.5829 -2.8272 -1.1158 -0.15 -0.16 -0.02 -0.087
C 7.0513 -3.1575 -0.9002 0.00 0.05 -0.10 -0.280
O 7.2726 -4.1629 0.0661 0.03 0.05 0.20 -0.156
C 6.7170 -5.4327 -0.2202 0.00 -0.16 -0.08 -0.282
C 7.2634 -6.0711 -1.4859 -0.03 0.18 -0.11 -0.077
H 5.0945 -2.6136 -0.1629 0.04 0.07 0.02 0.078
H 5.4804 -1.9589 -1.7670 0.01 0.02 0.01 0.077
H 5.0493 -3.6595 -1.5837 0.03 0.02 -0.06 0.057
H 7.5648 -2.2718 -0.5279 0.05 -0.04 0.08 0.120
H 7.5317 -3.4230 -1.8481 -0.06 0.00 -0.04 0.111
H 5.6216 -5.3724 -0.2584 0.01 -0.01 -0.04 0.101
H 6.9649 -6.0605 0.6346 0.04 0.08 0.07 0.120
H 6.9533 -5.5288 -2.3807 -0.04 -0.04 -0.02 0.066
H 6.9037 -7.0953 -1.5791 0.00 -0.02 0.03 0.078
H 8.3530 -6.0798 -1.4687 0.01 -0.05 0.05 0.085
Mg -1.1239 4.7304 -5.6715 0.56 -1.57 0.31 1.356
```
Forces are in eV/Å.

Output
* frontier orbital gap: 2.23 eV
* F_max: 3.40 eV Å⁻¹
* net charge: +2
* E_tot: -4581.6387 Eh
* energy relative to the best compared isomer or geometry (same formula, charge and spin): 67.9 kJ/mol


DFT (ωB97M-V with the def2-TZVPD basis set) results for 2 unconnected molecules or ions with the total composition C18H33BrClN2O4S in a non-equilibrium geometry.

The geometry in XYZ format:
```
60
Properties=species:S:1:pos:R:3:forces:R:3:lowdin_charge:R:1
C -4.4681 0.8944 -1.1264 -0.55 0.18 -0.71 -0.128
C -4.0639 2.3913 -1.6584 -1.16 0.01 0.46 -0.302
C -2.6648 2.9928 -1.0500 -0.38 -0.43 -1.21 -0.579
Br -2.9233 5.0159 -0.9972 0.51 -1.29 -0.04 0.649
C -1.3399 2.7465 -1.9944 3.85 -0.66 -0.46 -0.099
C 0.1629 2.5345 -1.2913 0.10 0.03 -4.11 0.096
C 1.4947 2.3358 -2.2305 -2.77 0.84 -1.71 -0.079
C 3.0408 2.1401 -1.6831 -0.23 -0.44 -0.90 -0.148
C 3.5211 0.6015 -2.1302 -1.17 -0.09 0.60 -0.203
C 2.8629 -0.4013 -0.9874 0.84 0.27 -1.11 -0.222
C 3.3585 -1.9212 -1.3640 -0.66 1.27 -0.39 -0.236
S 4.9253 -2.3275 -0.3628 -0.06 -4.84 5.52 0.506
O 5.1407 -3.8616 -0.4405 -0.74 5.68 -0.50 -0.411
O 4.8238 -1.8286 1.1240 0.15 -0.91 -6.02 -0.424
Cl 6.6246 -1.4183 -1.2271 -1.31 -0.28 0.24 0.335
C 1.2966 2.3561 -3.8708 -4.54 0.65 1.97 0.040
C -0.2236 2.5581 -4.4511 2.15 -0.03 3.27 0.040
N -1.4062 2.7411 -3.5078 3.15 -0.48 1.73 0.054
H -5.0046 0.9906 -0.0842 1.40 -0.41 -1.99 0.093
H -5.2774 0.4662 -1.8909 1.79 0.91 1.74 0.099
H -3.5573 0.1587 -1.1406 -1.76 1.40 0.28 0.082
H -4.9284 3.1240 -1.2818 2.04 -1.59 -0.93 0.111
H -4.1380 2.3839 -2.8263 0.50 0.25 2.15 0.103
H -2.5404 2.6535 0.0637 0.26 0.57 -2.33 0.122
H 0.3352 2.5476 -0.1215 -0.78 0.01 -2.75 0.110
H 3.7862 2.9187 -2.1951 -2.01 -1.49 1.11 0.142
H 3.0986 2.2463 -0.5139 -0.22 -0.14 -2.41 0.126
H 4.6839 0.5063 -2.2203 -2.24 0.29 0.47 0.097
H 3.0623 0.2722 -3.1664 0.91 0.95 1.96 0.114
H 3.2591 -0.0147 0.0529 -1.01 -1.22 -1.92 0.122
H 1.6798 -0.3522 -1.0669 2.54 -0.11 0.33 0.129
H 2.5228 -2.7188 -1.1184 2.22 1.37 -0.21 0.137
H 3.6684 -1.9480 -2.4982 -0.54 -0.23 2.32 0.120
H 2.1704 2.2554 -4.6521 -1.97 0.21 1.89 0.124
H -0.4444 2.6113 -5.6233 0.35 -0.13 3.05 0.148
H -2.3434 2.8885 -3.9584 1.31 -0.18 0.76 0.142
C 1.7389 -2.6775 2.7569 0.13 0.24 -0.33 -0.095
O 0.7523 -2.8053 1.7386 -0.04 -0.30 0.35 -0.215
C -0.3313 -3.6733 2.0961 -0.49 0.30 -0.42 -0.196
C -1.6132 -2.8691 2.3731 0.63 -0.18 0.41 -0.205
N -1.5121 -2.1060 3.6195 0.04 0.20 -0.34 -0.052
C -2.5561 -1.0931 3.7901 0.28 0.17 -0.08 -0.186
C -2.6698 0.0157 2.7173 -0.27 0.02 0.60 -0.216
O -1.5794 0.9386 2.7109 -0.09 -0.20 -0.50 -0.184
C -0.4226 0.4809 2.0254 -0.13 0.26 0.38 -0.103
H 2.6187 -2.2012 2.3151 -0.13 -0.12 0.00 0.067
H 1.3829 -2.0359 3.5652 0.03 -0.09 0.23 0.074
H 2.0335 -3.6514 3.1530 -0.03 0.02 0.05 0.096
H -0.0752 -4.3322 2.9339 0.04 0.25 0.01 0.125
H -0.5117 -4.3105 1.2233 -0.02 0.03 0.10 0.119
H -2.4621 -3.5582 2.4421 0.05 0.05 0.01 0.125
H -1.7758 -2.2121 1.5152 -0.05 -0.07 -0.27 0.090
H -0.6094 -1.6375 3.6530 -0.23 -0.24 0.03 0.067
H -2.3638 -0.6044 4.7523 -0.11 0.01 -0.15 0.124
H -3.5246 -1.5971 3.8819 0.03 0.04 -0.11 0.120
H -3.5567 0.6118 2.9647 0.16 -0.02 0.04 0.120
H -2.8526 -0.3793 1.7127 0.21 -0.11 -0.07 0.094
H -0.6678 -0.1355 1.1564 -0.02 -0.14 0.07 0.084
H 0.2261 -0.0605 2.7144 0.14 -0.17 -0.24 0.075
H 0.1371 1.3538 1.6797 -0.07 0.07 0.10 0.063
```
Forces are in eV/Å.

Output
* frontier orbital gap: 5.70 eV
* F_max: 7.34 eV Å⁻¹
* net charge: +1
* E_tot: -4547.8338 Eh